Record 1
Formula: C8H13N4O4PS
Source: OMol25
Level of theory: ωB97M-V/def2-TZVPD

```
31
C8H13N4O4PS, DFT ωB97M-V/def2-TZVPD
C 2.8140 -1.6485 2.0548
C 1.7243 -1.8546 1.0505
C 2.1329 -2.3021 -0.3360
N 0.4651 -1.6389 1.3137
C 0.0664 -0.4930 0.6246
C 0.6236 0.7238 0.7956
N -0.0085 1.6153 -0.0810
C -0.9123 0.9176 -0.7402
N -1.6772 1.5856 -1.6948
C -0.9541 1.8264 -2.6665
O -0.3184 1.9441 -3.6070
N -0.9464 -0.3801 -0.3766
P -1.9333 -1.6568 -0.9762
O -1.0832 -3.0194 -0.8649
O -3.2360 -1.8021 -0.0570
S -2.3435 -1.3480 -2.8144
H 3.4494 -2.5320 2.1811
H 3.4599 -0.8706 1.6316
H 2.3975 -1.3459 3.0141
H 3.1588 -2.0046 -0.5704
H 1.5000 -1.8394 -1.0998
H 1.9980 -3.3800 -0.4488
H 1.3976 1.0765 1.4533
H 0.1666 2.6623 -0.2262
H -1.7607 -3.7125 -0.8080
H -2.9373 -1.8831 0.8676
C -1.4196 4.2873 0.4795
O -0.0609 4.2823 0.3909
H -1.9379 5.2130 0.8140
H -1.9574 4.0546 -0.4768
H -1.8673 3.5227 1.1734
```

Properties
- lowest unoccupied orbital energy (eV) = -0.914

Record 2
Formula: C8H13N4OS
Source: OMol25
Level of theory: ωB97M-V/def2-TZVPD

```
27
C8H13N4OS, DFT ωB97M-V/def2-TZVPD
C -0.8439 -1.1353 -0.2379
C 1.4194 -1.2160 -0.2955
C 0.2950 -0.4036 -0.1836
C -2.0701 -0.5085 -0.1077
C -1.0509 1.5077 0.2732
C -1.1351 2.9588 0.6468
C 4.6964 -2.0087 -0.5899
C -4.7306 -0.2938 0.1885
N -2.1242 0.7929 0.2326
N 2.6837 -1.1117 -0.2129
N 0.2642 0.9684 0.0290
N 1.3879 1.6389 0.0271
O 3.3492 -2.3802 -0.2615
S -3.4394 -1.2704 -0.7062
H -0.7944 -2.1950 -0.1847
H 1.1289 -2.2261 -0.3715
H -1.5964 3.2899 -0.3297
H -0.1359 3.1878 0.8072
H -1.6265 3.1323 1.6095
H 5.3115 -2.1452 0.2798
H 4.9091 -1.0642 -1.0093
H 5.0996 -2.7698 -1.3247
H -5.0010 -0.9584 0.9887
H -5.6223 0.1120 -0.2646
H -4.1047 0.4913 0.7411
H 1.6018 2.2902 0.8713
H 2.1288 1.3169 -0.6152
```

Properties
- total charge = +1
- lowest unoccupied orbital energy (eV) = -4.828